The following is a DFT calculation (wB97M-V/def2-TZVPD) of a 16-piece molecular cluster, C51H141N7O23 overall.

CARTESIAN COORDINATES (ANGSTROEM)
C -6.627 -5.291 5.653
O -6.101 -6.593 5.101
C -5.901 -7.548 6.106
C -4.722 -7.243 6.997
N -3.459 -7.122 6.254
C -2.362 -6.417 6.853
C -1.039 -6.402 6.012
O -1.388 -5.121 5.356
C -0.262 -4.719 4.595
H -6.925 -4.606 4.859
H -5.920 -4.717 6.252
H -7.521 -5.392 6.268
H -5.714 -8.485 5.581
H -6.829 -7.727 6.649
H -4.631 -7.874 7.881
H -4.946 -6.259 7.410
H -3.723 -6.688 5.381
H -2.213 -6.928 7.804
H -2.634 -5.471 7.322
H -0.890 -7.152 5.235
H -0.104 -6.279 6.558
H 0.435 -4.259 5.296
H -0.507 -4.050 3.771
H 0.290 -5.483 4.048
C -6.938 3.374 -1.609
O -7.742 4.486 -2.141
C -7.375 5.879 -2.081
C -5.983 6.141 -2.714
N -5.037 7.006 -1.918
C -5.588 8.407 -1.686
C -4.770 9.244 -0.685
O -5.622 10.261 -0.007
C -5.652 11.442 -0.835
H -5.855 3.481 -1.656
H -7.067 2.384 -2.046
H -7.215 3.177 -0.573
H -7.400 6.321 -1.085
H -8.167 6.369 -2.648
H -6.165 6.702 -3.630
H -5.484 5.209 -2.981
H -4.928 6.600 -1.000
H -6.519 8.410 -1.119
H -5.789 8.999 -2.578
H -3.880 9.732 -1.081
H -4.350 8.617 0.102
H -4.663 11.837 -1.067
H -6.096 12.319 -0.364
H -6.188 11.409 -1.784
C 8.252 -7.175 -0.688
O 7.984 -6.587 -1.910
C 6.551 -6.221 -2.069
C 6.312 -5.253 -3.209
N 6.968 -3.953 -2.884
C 6.571 -3.420 -1.572
C 5.105 -3.201 -1.220
O 5.255 -2.526 0.052
C 4.218 -1.739 0.470
H 7.954 -6.570 0.168
H 9.322 -7.319 -0.536
H 7.786 -8.156 -0.593
H 6.028 -5.999 -1.138
H 5.983 -7.142 -2.195
H 5.238 -5.085 -3.289
H 6.640 -5.688 -4.153
H 7.943 -4.043 -2.638
H 7.072 -2.452 -1.584
H 7.024 -4.026 -0.787
H 4.499 -4.107 -1.250
H 4.656 -2.520 -1.943
H 4.558 -0.986 1.181
H 3.503 -2.396 0.964
H 3.582 -1.261 -0.275
C -2.789 2.754 -2.626
O -1.857 1.836 -3.175
C -0.574 1.854 -2.598
C -0.481 1.036 -1.313
N 0.816 1.195 -0.619
C 1.058 0.353 0.473
C 0.053 0.415 1.650
O 0.224 -0.699 2.423
C -0.830 -0.955 3.337
H -2.965 2.750 -1.550
H -3.773 2.576 -3.060
H -2.537 3.775 -2.911
H -0.384 2.901 -2.365
H 0.267 1.692 -3.273
H -0.763 -0.012 -1.419
H -1.250 1.591 -0.776
H 1.005 2.163 -0.404
H 1.998 0.631 0.951
H 1.243 -0.666 0.133
H -0.989 0.582 1.375
H 0.357 1.253 2.278
H -0.623 -1.961 3.703
H -1.828 -0.893 2.905
H -0.930 -0.312 4.211
C -8.821 6.851 -5.239
O -8.202 5.549 -5.487
C -7.149 5.699 -6.418
C -6.166 4.506 -6.684
N -5.844 3.807 -5.459
C -4.901 2.715 -5.642
C -5.638 1.552 -4.942
O -6.927 1.319 -5.470
C -6.957 0.857 -6.809
H -8.188 7.542 -4.683
H -9.697 6.670 -4.616
H -9.014 7.400 -6.161
H -6.438 6.414 -6.004
H -7.470 6.130 -7.366
H -5.232 4.838 -7.136
H -6.627 3.749 -7.318
H -6.688 3.632 -4.933
H -3.911 3.086 -5.376
H -4.797 2.523 -6.710
H -5.751 1.771 -3.881
H -5.075 0.619 -4.970
H -8.002 0.784 -7.112
H -6.526 -0.138 -6.920
H -6.310 1.510 -7.394
C 13.065 1.972 0.268
O 12.037 0.956 0.129
C 10.667 1.532 0.144
C 9.605 0.516 -0.376
N 8.327 1.096 -0.221
C 7.286 0.375 -0.921
C 5.884 0.932 -0.681
O 5.738 2.232 -1.007
C 4.405 2.667 -0.904
H 14.039 1.499 0.393
H 12.874 2.691 1.064
H 13.111 2.625 -0.604
H 10.544 2.455 -0.423
H 10.483 1.811 1.182
H 9.587 -0.511 -0.010
H 9.950 0.369 -1.399
H 8.277 2.063 -0.509
H 7.198 -0.625 -0.497
H 7.500 0.411 -1.989
H 5.763 0.767 0.390
H 5.216 0.409 -1.364
H 4.065 3.622 -1.304
H 4.170 2.848 0.144
H 3.629 1.969 -1.218
C 4.304 -9.212 4.599
O 4.048 -7.785 4.348
C 3.920 -7.491 2.983
C 3.620 -6.000 2.938
N 4.768 -5.322 3.571
C 4.855 -3.858 3.373
C 3.895 -2.894 4.111
O 4.306 -1.554 4.030
C 3.516 -0.660 4.681
H 4.777 -9.274 5.579
H 4.851 -9.704 3.795
H 3.369 -9.769 4.663
H 3.098 -8.070 2.561
H 4.743 -7.860 2.370
H 2.666 -5.816 3.433
H 3.504 -5.708 1.894
H 4.686 -5.593 4.540
H 4.900 -3.736 2.291
H 5.833 -3.670 3.816
H 3.990 -3.218 5.147
H 2.871 -3.030 3.763
H 3.037 -1.064 5.573
H 2.725 -0.438 3.965
H 4.161 0.177 4.952
C -3.504 -0.842 0.106
O -3.958 -2.157 -0.136
H -4.226 -0.393 0.788
H -2.628 -0.847 0.754
H -3.349 -0.400 -0.878
H -4.125 -2.509 0.741
C -1.784 2.977 4.178
O -1.106 3.842 3.282
H -2.846 2.875 3.955
H -1.181 2.073 4.088
H -1.714 3.202 5.243
H -1.753 4.511 3.047
C 0.798 -3.960 0.837
O 1.292 -5.145 1.459
H -0.286 -3.911 0.734
H 1.208 -3.173 1.470
H 1.291 -3.933 -0.135
H 0.657 -5.761 1.087
C 4.445 2.086 -5.508
O 3.558 2.566 -4.545
H 4.355 0.999 -5.518
H 4.276 2.415 -6.533
H 5.500 2.314 -5.357
H 2.630 2.508 -4.784
C -2.527 7.005 -4.001
O -1.580 6.615 -5.036
H -2.050 7.645 -3.259
H -3.464 7.434 -4.356
H -2.857 6.038 -3.620
H -0.809 6.349 -4.529
C 1.762 -2.280 -2.532
O 0.885 -1.768 -3.598
H 1.954 -3.333 -2.740
H 2.756 -1.860 -2.685
H 1.413 -2.171 -1.505
H 1.427 -1.746 -4.391
C -4.376 2.631 1.335
O -3.444 3.614 0.894
H -3.887 1.660 1.420
H -4.936 2.908 2.229
H -5.126 2.468 0.561
H -2.923 3.969 1.618
C 1.545 4.926 0.524
O 1.257 3.595 1.000
H 2.299 5.460 1.102
H 1.947 4.876 -0.487
H 0.624 5.507 0.591
H 0.804 3.690 1.841
C -3.666 -3.375 3.282
O -4.721 -3.377 2.290
H -3.531 -2.408 3.764
H -3.570 -4.068 4.118
H -2.691 -3.557 2.830
H -4.893 -4.308 2.132

Molecular weight in g/mol: 1220.7
Lowest unoccupied orbital energy (alpha / beta) in eV: -2.10 / -7.01
HOMO energy (alpha / beta) in eV: -9.40 / -9.40
2S+1: 2
Orbital gap (alpha / beta) in eV: 7.298 / 2.389
Net charge: +1


The following is a DFT calculation (wB97M-V/def2-TZVPD) of C51H26Cl4N6O7Re as an isolated structure.

CARTESIAN COORDINATES (ANGSTROEM)
Re 0.039 0.200 -0.309
Cl 1.242 -5.399 -6.130
C 1.684 -4.070 -5.136
C 2.306 -4.292 -3.914
C 2.569 -3.233 -3.073
C 2.237 -1.911 -3.424
C 1.644 -1.720 -4.687
C 1.370 -2.774 -5.527
C 2.228 -0.836 -2.457
C 2.634 -0.989 -1.110
C 3.703 -1.774 -0.600
C 3.718 -1.613 0.754
C 2.620 -0.765 1.090
C 2.143 -0.605 2.430
C 3.139 -0.402 3.471
C 4.464 -0.082 3.108
C 5.437 0.186 4.045
C 5.117 0.185 5.396
Cl 6.330 0.508 6.574
C 3.805 -0.041 5.785
C 2.843 -0.333 4.841
C 0.739 -0.601 2.651
N -0.120 -0.099 1.720
C -1.348 0.064 2.301
C -2.250 1.044 1.871
C -3.624 0.956 2.413
C -4.438 -0.030 1.854
C -5.716 -0.250 2.326
C -6.189 0.519 3.379
Cl -7.775 0.241 3.996
C -5.396 1.508 3.941
C -4.119 1.728 3.457
C -1.875 2.069 0.973
C -2.546 3.312 0.777
C -1.844 4.009 -0.162
C -0.779 3.165 -0.600
N -0.781 2.023 0.145
C -0.010 3.389 -1.758
C 0.706 2.393 -2.423
C 1.525 2.537 -3.584
C 2.088 1.319 -3.841
C 1.657 0.439 -2.808
N 0.798 1.087 -1.999
C 0.064 4.753 -2.312
C 0.591 5.788 -1.540
C 0.777 7.047 -2.079
C 0.418 7.287 -3.398
Cl 0.674 8.851 -4.088
C -0.138 6.278 -4.171
C -0.305 5.018 -3.628
C -1.338 -0.612 3.561
C -0.043 -0.980 3.793
N 2.027 -0.343 -0.049
H 2.549 -5.299 -3.610
H 2.987 -3.444 -2.103
H 1.342 -0.732 -4.997
H 0.879 -2.600 -6.471
H 4.410 -2.330 -1.181
H 4.346 -2.121 1.456
H 4.737 0.005 2.069
H 6.445 0.407 3.732
H 3.541 0.012 6.829
H 1.836 -0.462 5.186
H -4.064 -0.623 1.032
H -6.335 -1.016 1.888
H -5.777 2.097 4.761
H -3.504 2.495 3.904
H -3.439 3.609 1.290
H -2.062 4.979 -0.567
H 1.669 3.447 -4.131
H 2.801 1.078 -4.607
H 0.882 5.601 -0.518
H 1.208 7.843 -1.490
H -0.423 6.480 -5.193
H -0.743 4.229 -4.222
H -2.183 -0.734 4.211
H 0.302 -1.532 4.644
O -3.671 -0.967 -1.937
C -2.653 -1.037 -1.273
O -1.957 -0.009 -0.950
C -2.220 -2.396 -0.735
C -3.192 -3.347 -0.533
C -2.864 -4.616 -0.050
C -1.551 -4.930 0.269
C -0.568 -3.979 0.096
C -0.848 -2.685 -0.456
O 0.110 -1.887 -0.704
N 0.757 -4.300 0.518
O 1.485 -3.393 0.875
O 1.078 -5.471 0.519
N -3.894 -5.585 0.164
O -3.560 -6.666 0.605
O -5.036 -5.272 -0.102
H -4.222 -3.099 -0.745
H -1.296 -5.897 0.680

Molecular weight in g/mol: 1162.8
Lowest unoccupied orbital energy (alpha / beta) in eV: -2.21 / -2.31
HOMO energy (alpha / beta) in eV: -7.51 / -7.45
2S+1: 2
Orbital gap (alpha / beta) in eV: 5.305 / 5.139


The following is a DFT calculation (wB97M-V/def2-TZVPD) of C51H27Cl2I4IrN4O2 as an isolated structure.

CARTESIAN COORDINATES (ANGSTROEM)
Ir 0.123 0.080 0.259
I 6.505 -3.742 6.440
C 5.225 -2.826 5.077
C 3.891 -3.204 5.022
C 3.041 -2.592 4.113
C 3.520 -1.608 3.255
C 4.859 -1.236 3.319
C 5.713 -1.841 4.229
C 2.595 -0.946 2.296
C 1.710 0.006 2.814
C 1.815 0.612 4.119
C 1.113 1.761 4.066
C 0.538 1.856 2.740
C -0.090 2.956 2.158
C 0.274 4.320 2.589
C -0.445 5.476 2.239
C -0.040 6.737 2.631
C 1.127 6.902 3.365
I 1.730 8.795 3.959
C 1.908 5.793 3.652
C 1.496 4.536 3.253
C -1.044 2.737 1.087
N -0.961 1.782 0.158
C -2.145 1.829 -0.602
C -2.453 1.039 -1.675
C -3.747 1.221 -2.373
C -4.595 0.122 -2.508
C -5.814 0.249 -3.152
C -6.178 1.475 -3.694
I -7.999 1.669 -4.681
C -5.330 2.570 -3.590
C -4.120 2.442 -2.926
C -1.565 0.068 -2.238
C -1.636 -0.418 -3.582
C -0.487 -1.104 -3.805
C 0.274 -1.059 -2.590
N -0.440 -0.355 -1.644
C 1.553 -1.563 -2.407
C 2.288 -1.474 -1.211
C 3.418 -2.287 -0.920
C 3.682 -2.154 0.409
C 2.733 -1.235 0.936
N 1.914 -0.782 -0.086
C 2.178 -2.306 -3.531
C 3.352 -1.835 -4.111
C 3.938 -2.516 -5.166
C 3.358 -3.687 -5.635
I 4.243 -4.720 -7.211
C 2.193 -4.173 -5.059
C 1.603 -3.478 -4.014
C -2.987 2.844 -0.046
C -2.312 3.417 0.972
N 0.823 0.696 2.062
H 3.514 -3.973 5.682
H 1.999 -2.888 4.066
H 5.237 -0.466 2.657
H 6.751 -1.544 4.277
H 2.386 0.219 4.943
H 0.956 2.470 4.861
H -1.330 5.426 1.633
H -0.633 7.596 2.350
H 2.855 5.907 4.163
H 2.182 3.720 3.417
H -4.301 -0.837 -2.099
H -6.473 -0.605 -3.235
H -5.607 3.518 -4.031
H -3.456 3.294 -2.851
H -2.435 -0.215 -4.275
H -0.165 -1.565 -4.724
H 3.911 -2.935 -1.626
H 4.424 -2.676 0.988
H 3.805 -0.922 -3.744
H 4.844 -2.136 -5.618
H 1.746 -5.089 -5.420
H 0.695 -3.858 -3.562
H -3.992 3.058 -0.369
H -2.700 4.143 1.661
Cl -5.973 -3.585 -1.133
C -4.661 -2.713 -0.412
C -4.929 -1.606 0.390
C -3.887 -0.874 0.915
Cl -4.251 0.460 1.952
C -2.531 -1.191 0.661
O -1.617 -0.401 1.166
C -2.297 -2.387 -0.056
C -0.993 -3.054 -0.085
O 0.038 -2.637 0.404
C -3.362 -3.115 -0.603
H -5.948 -1.310 0.597
H -1.001 -4.057 -0.547
H -3.150 -4.021 -1.158

Molecular weight in g/mol: 1498.5
Lowest unoccupied orbital energy (alpha / beta) in eV: -4.48 / -5.55
Relative energy (zero: lowest compared OMol25 entry of this formula, charge and spin) in eV: 0.127
HOMO energy (alpha / beta) in eV: -10.01 / -10.50
2S+1: 2
Orbital gap (alpha / beta) in eV: 5.529 / 4.944
Net charge: +1


Number 1: maximum force 3.93 eV Å⁻¹. Number 2: maximum force 2.17 eV Å⁻¹. Number 3: maximum force 0.29 eV Å⁻¹.